Record 1
ORCA calculation (wB97M-V/def2-TZVPD) on C24H51BGeN8NiSbSe as an isolated structure at a distorted geometry.

Output
* E_HOMO (alpha / beta): -10.24 / -10.23 eV
* energy above the lowest of the compared OMol25 structures with the same formula, charge and spin: 18.35 kcal per mole
* E_tot: -207751.874 eV
* lowest unoccupied orbital energy (alpha / beta): -1.851 / -3.311 eV
* 2S+1: 3
* net charge: +1

```
88
Properties=species:S:1:pos:R:3:forces:R:3:lowdin_spin:R:1
Ni 1.247 0.278 0.228 -0.0258 0.2313 1.0957 1.655
C 1.371 -4.044 0.569 0.0066 0.0499 -0.0321 0.001
C 1.058 -2.905 -0.170 -0.0664 -0.0594 0.0119 0.004
N 1.255 -1.802 0.553 0.0675 -0.0890 -0.1236 0.055
N 1.701 -2.212 1.762 0.0473 0.1108 0.0693 0.002
C 1.781 -3.549 1.792 -0.0485 0.0176 0.0449 0.001
B 2.126 -1.172 2.834 0.0332 -0.0511 -0.0077 0.000
N 3.282 -0.338 2.219 -0.0962 -0.0801 0.0164 0.003
C 4.574 -0.274 2.569 0.0227 0.0059 0.0006 -0.001
C 5.253 0.466 1.620 -0.0585 0.0130 -0.0279 0.001
C 4.271 0.818 0.695 0.0427 -0.0164 0.0415 0.003
N 3.087 0.335 1.067 0.1768 0.0301 -0.2353 0.051
N 0.932 -0.244 3.094 0.0019 -0.0647 0.0058 0.000
C 0.308 0.062 4.240 -0.0048 -0.0019 -0.0143 0.001
C -0.692 0.974 3.964 -0.0089 -0.0098 -0.0327 0.002
C -0.603 1.171 2.589 -0.0346 0.0107 0.0368 0.006
N 0.375 0.435 2.071 -0.0030 0.0751 0.0641 0.048
H 1.310 -5.073 0.260 -0.0126 0.0206 0.0111 0.000
H 0.685 -2.844 -1.179 -0.0096 -0.0140 0.0011 0.000
H 2.116 -4.056 2.683 0.0097 0.0184 -0.0145 0.000
H 2.476 -1.718 3.841 0.0080 0.0332 -0.0886 0.000
H 4.924 -0.763 3.463 -0.0227 0.0149 -0.0045 0.000
H 6.300 0.714 1.601 -0.0192 -0.0094 0.0052 0.000
H 4.369 1.381 -0.220 -0.0047 -0.0088 0.0196 0.000
H 0.619 -0.387 5.169 -0.0013 0.0013 -0.0270 0.000
H -1.386 1.421 4.653 0.0129 -0.0138 -0.0092 0.000
H -1.204 1.801 1.955 -0.0274 -0.0043 -0.0027 0.000
C -2.876 5.462 -0.886 -0.1020 0.1284 -0.0498 0.000
Ge -2.153 4.030 0.202 0.0730 -0.0363 0.0188 0.001
C -3.459 2.592 0.311 -0.1031 -0.1077 0.0263 0.000
C -1.611 4.694 1.945 0.0086 0.0506 0.1108 0.001
C -0.574 3.348 -0.796 0.0928 -0.0322 -0.1011 0.009
Se 1.029 2.911 0.228 -0.0226 -0.0110 0.0069 0.076
C 2.317 3.504 -1.096 0.0237 -0.0043 -0.0142 0.004
H -3.777 5.858 -0.416 0.0169 0.0149 -0.0401 0.000
H -3.141 5.105 -1.882 0.0103 0.0167 0.0078 0.000
H -2.157 6.276 -0.983 -0.0140 -0.0097 -0.0159 0.000
H -4.353 2.947 0.825 0.0034 -0.0236 -0.0190 0.000
H -3.089 1.718 0.848 -0.0066 0.0115 0.0036 0.000
H -3.749 2.284 -0.696 -0.0071 -0.0190 0.0272 0.000
H -2.477 4.757 2.605 0.0192 0.0155 -0.0119 0.000
H -1.189 5.694 1.841 0.0131 -0.0212 0.0257 0.000
H -0.863 4.057 2.415 -0.0043 0.0248 0.0333 0.000
H -0.263 4.138 -1.481 -0.0259 -0.0015 0.0015 0.001
H -0.855 2.480 -1.395 0.0030 0.0108 -0.0256 0.002
H 2.268 4.588 -1.164 -0.0052 0.0066 -0.0121 0.002
H 2.098 3.056 -2.061 0.0183 -0.0075 0.0108 0.000
H 3.306 3.210 -0.758 0.0082 0.0325 0.0070 0.000
C -2.765 -3.879 0.697 0.0167 0.0031 -0.0019 0.000
C -2.794 -2.874 1.852 0.0678 -0.1615 -0.0626 0.000
C -4.204 -2.320 2.037 -0.0375 0.0062 0.0246 0.000
C -2.322 -3.546 3.134 -0.0098 0.0223 0.1066 0.000
N -1.871 -1.743 1.650 -0.2077 0.2417 0.1257 0.000
N -2.101 -1.123 0.353 0.2173 -0.2342 -0.2786 0.005
H -3.448 -4.710 0.884 0.0252 0.0327 0.0384 0.000
H -1.757 -4.287 0.579 -0.0161 -0.0065 -0.0096 0.000
H -3.054 -3.402 -0.238 0.0112 -0.0117 -0.0068 0.000
H -4.883 -3.112 2.358 0.0171 0.0127 -0.0172 0.000
H -4.602 -1.915 1.104 0.0182 0.0112 0.0170 0.000
H -4.204 -1.535 2.796 -0.0071 -0.0173 -0.0133 0.000
H -2.981 -4.373 3.400 0.0234 0.0033 -0.0104 0.000
H -2.310 -2.828 3.957 -0.0013 -0.0284 -0.0130 0.000
H -1.311 -3.946 3.008 -0.0152 0.0027 0.0069 0.000
H -0.924 -2.108 1.620 -0.0114 -0.0852 -0.1424 0.000
H -2.921 -0.536 0.462 0.0466 0.1136 0.0720 0.000
H -1.320 -0.485 0.213 -0.1462 0.0586 0.1281 0.005
C 0.469 2.079 -4.290 0.0787 -0.0306 -0.0312 0.001
C 1.647 1.160 -3.973 -0.0479 0.1437 -0.0790 0.011
Sb 1.350 -0.103 -2.288 0.0184 -0.2236 -0.5222 0.029
C -0.517 -0.960 -2.885 0.0060 -0.0625 -0.1766 0.013
C -0.594 -1.550 -4.293 -0.0522 0.0448 0.0816 0.003
C 2.940 -1.472 -2.682 -0.0128 -0.1463 -0.0643 -0.001
C 2.675 -2.570 -3.710 0.0645 0.0433 0.0383 0.000
H 0.695 2.710 -5.151 -0.0089 -0.0102 -0.0078 0.000
H 0.228 2.739 -3.456 0.0109 -0.0001 -0.0138 0.000
H -0.431 1.511 -4.531 0.0097 -0.0025 0.0169 0.000
H 2.566 1.723 -3.806 0.0121 0.0085 -0.0259 0.000
H 1.843 0.470 -4.796 0.0055 0.0512 -0.0328 0.001
H -1.208 -0.119 -2.785 -0.0263 0.0050 0.0082 0.000
H -0.818 -1.673 -2.119 -0.0865 -0.0172 -0.0056 0.000
H -0.194 -0.874 -5.052 -0.0075 0.0036 0.0309 0.000
H -1.634 -1.749 -4.553 0.0050 -0.0053 -0.0095 0.001
H -0.053 -2.489 -4.371 0.0219 -0.0152 0.0094 0.000
H 3.230 -1.894 -1.720 0.0251 0.0036 -0.0052 0.000
H 3.756 -0.824 -3.011 0.0286 -0.0174 0.0107 0.000
H 1.908 -3.265 -3.368 -0.0086 0.0078 0.0063 0.000
H 3.584 -3.149 -3.880 -0.0097 -0.0021 0.0005 0.000
H 2.359 -2.168 -4.673 -0.0019 0.0102 0.0133 0.000
```
Positions in Å, forces in eV/Å.

---

Record 2
ORCA calculation (wB97M-V/def2-TZVPD) on a 6-piece molecular cluster, C24H51N2O5 overall at a distorted geometry.

Output
* E_HOMO: -0.38 eV
* energy above the lowest of the compared OMol25 structures with the same formula, charge and spin: 9.28 kcal per mole
* E_tot: -38928.120 eV
* lowest unoccupied orbital energy: 2.216 eV
* net charge: -1

```
82
Properties=species:S:1:pos:R:3:forces:R:3:mulliken_charge:R:1
C -1.877 2.182 -4.107 -0.9688 -0.5347 -0.8147 -1.059
C -2.837 1.691 -2.997 0.4593 0.5323 0.3131 -0.589
C -2.214 1.688 -1.573 -1.2237 -0.5350 0.1852 0.082
C -1.144 0.586 -1.361 0.2670 0.2518 -0.6538 -0.951
N 0.176 0.887 -1.871 0.8403 -1.2866 -0.3106 0.231
N 0.555 2.233 -1.635 -0.4562 1.6053 0.4155 -0.892
H -1.040 1.488 -4.268 -0.0463 0.4787 0.3164 0.169
H -1.544 3.218 -3.970 0.1836 -0.4504 0.3165 0.282
H -2.452 2.173 -5.061 0.2622 0.0336 0.2942 0.400
H -3.237 0.682 -3.211 0.3078 0.2733 -0.1162 0.290
H -3.718 2.365 -3.013 0.2835 -0.2348 0.1380 0.310
H -1.884 2.699 -1.306 0.4073 -0.4014 -0.1136 0.365
H -3.053 1.448 -0.884 0.3223 0.1084 -0.1758 -0.022
H -1.045 0.289 -0.294 -0.2809 0.4930 -0.1820 0.154
H -1.495 -0.320 -1.902 0.1060 0.2508 0.2772 0.221
H 0.293 0.593 -2.844 -0.5303 0.1776 0.0999 0.168
H 1.482 2.414 -2.023 0.1103 -0.6977 0.0018 0.023
C 3.876 1.568 1.603 0.1833 0.0805 -0.0433 -0.585
C 2.385 1.624 1.311 -0.0306 0.0930 0.3266 -0.587
C 2.174 0.347 0.526 -0.0361 0.0260 -0.4499 -0.046
O 3.150 -0.606 1.016 0.2546 0.2149 0.3890 -0.368
C 4.101 0.081 1.830 -0.2196 -0.2152 -0.0137 -0.518
H 4.181 2.178 2.456 0.0233 -0.0309 0.0030 0.358
H 4.439 1.902 0.726 -0.0110 -0.0070 0.0253 0.273
H 1.821 1.587 2.250 0.0144 0.0067 -0.0082 0.262
H 2.070 2.507 0.759 -0.1135 -0.1673 -0.1508 0.467
H 2.354 0.501 -0.538 -0.2276 0.0726 0.0243 0.121
H 1.172 -0.061 0.649 0.0585 -0.0624 -0.0804 -0.057
H 3.916 -0.193 2.877 0.1088 0.0674 0.0667 0.291
H 5.112 -0.241 1.560 -0.0167 -0.0737 -0.0060 0.257
C -5.937 2.901 2.887 -0.0112 -0.1094 0.3085 -0.199
C -5.094 4.069 2.407 -0.1179 0.1921 -0.1823 -0.661
C -3.854 3.363 1.882 0.2410 -0.1166 0.0119 -0.427
O -4.283 2.083 1.406 -0.2792 0.1035 0.2226 -0.342
C -5.621 1.841 1.845 0.0767 0.0268 -0.2909 -0.570
H -7.003 3.126 2.955 0.0076 -0.0151 -0.0249 0.404
H -5.595 2.574 3.871 -0.0610 0.0112 -0.0148 -0.006
H -5.605 4.587 1.589 0.0413 0.0134 0.0197 0.303
H -4.869 4.800 3.184 0.0213 -0.0353 -0.0003 0.347
H -3.121 3.201 2.679 0.0185 0.0875 0.0008 0.270
H -3.369 3.907 1.071 0.0352 -0.1277 -0.0352 0.292
H -6.284 1.928 0.975 -0.0811 -0.0461 0.0404 0.267
H -5.698 0.825 2.239 0.0694 -0.0156 -0.0430 0.298
C 3.231 -4.514 -0.692 -0.2278 -0.1255 0.0393 -0.572
C 4.058 -4.959 -1.888 0.2517 -0.0649 0.0229 -0.495
C 3.458 -4.128 -3.009 -0.2300 0.2108 -0.1107 -0.165
O 3.002 -2.909 -2.417 0.1054 -0.3275 0.0351 -0.413
C 3.022 -3.038 -0.987 0.1440 0.1678 -0.0476 -0.085
H 3.717 -4.689 0.268 -0.0040 0.0365 -0.0121 0.337
H 2.270 -5.037 -0.690 0.0282 0.0080 0.0265 0.302
H 5.106 -4.685 -1.739 -0.0182 -0.0213 -0.0447 0.179
H 4.011 -6.032 -2.083 -0.0015 0.0204 -0.0195 0.395
H 2.593 -4.632 -3.458 0.0463 -0.0996 -0.0279 0.271
H 4.178 -3.904 -3.797 -0.0228 0.0183 0.0064 -0.065
H 3.849 -2.435 -0.603 -0.1018 0.0249 0.1062 0.072
H 2.093 -2.651 -0.570 0.0426 0.1229 -0.0954 0.182
C -7.642 1.951 7.934 -0.2691 -0.0378 -0.0756 -0.563
C -6.608 0.874 8.209 0.1571 -0.0174 0.2213 -0.534
C -5.845 0.830 6.896 0.0010 -0.0524 -0.2525 -0.477
O -5.897 2.153 6.348 -0.1549 -0.0807 0.2496 -0.315
C -6.855 2.927 7.076 0.2217 0.1386 -0.0264 -0.386
H -8.050 2.411 8.834 0.0232 0.0080 -0.0191 0.333
H -8.472 1.532 7.359 0.0093 0.0329 0.0224 0.274
H -5.944 1.193 9.018 -0.0115 -0.0336 -0.0191 0.257
H -7.037 -0.090 8.483 0.0091 0.0119 -0.0310 0.327
H -6.320 0.148 6.183 0.0256 -0.0662 0.0472 0.277
H -4.805 0.529 7.022 0.0075 0.0688 -0.0733 0.301
H -6.309 3.649 7.694 -0.0825 0.0422 0.0258 0.270
H -7.486 3.478 6.376 0.0767 -0.0161 -0.0620 0.251
C 7.231 -3.636 -7.160 -0.1780 0.0303 -0.2189 -0.558
C 7.771 -2.558 -6.236 0.2679 0.0320 0.0636 -0.521
C 6.888 -2.726 -5.011 -0.2687 0.0655 0.0881 -0.444
O 6.532 -4.114 -4.950 0.1466 0.0498 -0.2166 -0.385
C 6.894 -4.748 -6.180 0.0807 -0.1118 0.2116 -0.373
H 7.935 -3.949 -7.931 -0.0063 -0.0112 0.0268 0.338
H 6.321 -3.282 -7.652 0.0274 -0.0284 0.0016 0.270
H 8.812 -2.775 -5.981 -0.0234 0.0298 -0.0051 0.258
H 7.726 -1.554 -6.657 -0.0298 -0.0174 0.0221 0.323
H 5.966 -2.143 -5.102 0.0495 0.0673 0.0284 0.279
H 7.390 -2.438 -4.087 -0.0575 -0.0805 0.0308 0.322
H 7.764 -5.386 -5.990 0.0004 -0.0381 -0.0938 0.238
H 6.070 -5.376 -6.522 -0.0259 0.0061 0.0890 0.267
```
Positions in Å, forces in eV/Å.

---

> Among the records above, which one has the lowest E_tot?

C24H51BGeN8NiSbSe

---

> Among the records above, which one has the lowest E_tot?

C24H51BGeN8NiSbSe